Entry i
The following is a DFT calculation (the ωB97M-V functional and the def2-TZVPD basis) of C8H11N as an isolated structure.

The geometry in XYZ format:
```
20
Properties=species:S:1:pos:R:3
C -2.01 0.39 -0.38
C -1.32 0.59 0.96
C 0.01 0.22 0.60
C 0.73 1.36 -0.28
C 2.06 0.69 -0.39
C 2.10 -0.65 -0.18
C 0.94 -1.00 0.65
C -0.48 -1.07 0.04
H -1.87 1.32 -1.01
H -2.88 -0.09 -0.27
H -1.32 1.57 1.22
H -1.88 0.43 2.17
H -0.09 1.26 -1.07
H 0.66 2.14 0.40
H 3.06 1.37 -0.79
H 3.18 -1.23 0.04
H 0.94 -1.85 1.32
H -1.04 -1.42 0.91
H -1.71 -1.46 -1.51
N -1.31 -0.75 -1.07
```

Calculated values
**Lowest unoccupied orbital energy**: 1.028 eV
**Highest occupied orbital energy**: -0.293 hartree

=====

Entry ii
The following is a DFT calculation (the ωB97M-V functional and the def2-TZVPD basis) of C8H11N in the gas phase.

The geometry in XYZ format:
```
20
Properties=species:S:1:pos:R:3
C 0.49 -0.68 -0.20
C 1.33 0.58 0.23
C 0.33 1.44 0.99
C -1.23 1.04 0.55
C -1.38 -0.22 1.28
C -0.42 -1.08 0.78
C -0.61 0.37 -0.81
C -1.30 -0.22 -1.99
H 1.97 -0.88 -1.50
H 1.56 -2.33 -0.36
H 2.47 0.25 0.73
H 1.76 1.14 -0.76
H 0.49 1.33 2.03
H 0.50 2.52 0.72
H -1.95 1.75 0.54
H -1.82 -0.27 2.23
H -0.46 -1.96 1.46
H -2.33 0.06 -2.63
H -0.55 -1.26 -2.24
N 1.16 -1.57 -1.03
```

Calculated values
**Lowest unoccupied orbital energy**: 0.970 eV
**SMILES string**: C=C1[C@H]2C=C[C@]1(N)CC2
**Highest occupied orbital energy**: -0.303 hartree

=====

Stability ranking, top and bottom: entry ii is the most stable and entry i is the least stable.

=====

Entry i
The following is a DFT calculation (the ωB97M-V functional and the def2-TZVPD basis) of a 2-piece molecular cluster, C3H9O2 overall.

The geometry in XYZ format:
```
14
Properties=species:S:1:pos:R:3
C 0.40 -0.11 1.38
O 0.75 1.02 1.76
C 0.92 -0.61 -0.04
C 0.68 0.74 -0.92
H -0.77 -0.12 1.28
H 0.48 -0.94 2.26
H 0.62 -1.45 -0.54
H 2.02 -0.62 0.11
H 1.39 0.79 -1.73
H 0.71 1.61 -0.29
H -0.36 0.57 -1.31
H -2.38 -0.33 -1.43
H -1.94 -0.04 -0.01
O -2.54 -0.52 -0.51
```

Calculated values
**Lowest unoccupied orbital energy**: 4.155 eV
**Charge**: -1
**Highest occupied orbital energy**: -0.082 hartree

=====

Entry ii
The following is a DFT calculation (the ωB97M-V functional and the def2-TZVPD basis) of a 2-piece molecular cluster, C3H9O2 overall.

The geometry in XYZ format:
```
14
Properties=species:S:1:pos:R:3
C 0.25 0.25 0.76
O 1.56 0.24 0.94
C -0.22 0.84 -0.60
C -0.11 2.35 -0.63
H -0.34 0.81 1.55
H -0.29 -0.77 0.78
H -1.27 0.54 -0.76
H 0.41 0.44 -1.40
H -0.23 2.76 -1.64
H 0.90 2.60 -0.31
H -0.85 2.82 0.03
H -0.46 -2.93 0.29
H -1.12 -2.48 -0.95
O -1.09 -3.25 -0.36
```

Calculated values
**Lowest unoccupied orbital energy**: 4.364 eV
**Charge**: -1
**Highest occupied orbital energy**: -0.089 hartree

=====

Stability ranking, top and bottom: entry ii is the most stable and entry i is the least stable.